{"formula": "C33H51FIN2O21", "method": "ωB97M-V/def2-TZVPD", "lumo_ev": 1.60, "charge": -1, "gap_ha": 0.2251, "species": ["I", "F", "O", "O", "O", "O", "O", "O", "O", "O", "O", "O", "O", "O", "O", "O", "O", "O", "O", "O", "O", "O", "O", "N", "N", "C", "C", "C", "C", "C", "C", "C", "C", "C", "C", "C", "C", "C", "C", "C", "C", "C", "C", "C", "C", "C", "C", "C", "C", "C", "C", "C", "C", "C", "C", "C", "C", "C", "H", "H", "H", "H", "H", "H", "H", "H", "H", "H", "H", "H", "H", "H", "H", "H", "H", "H", "H", "H", "H", "H", "H", "H", "H", "H", "H", "H", "H", "H", "H", "H", "H", "H", "H", "H", "H", "H", "H", "H", "H", "H", "H", "H", "H", "H", "H", "H", "H", "H", "H"], "coordinates": [[3.10, 0.97, -2.34], [1.76, -0.46, 0.78], [-10.41, 3.91, 8.00], [0.62, 3.58, -3.16], [-10.88, 6.07, 7.60], [2.55, 3.37, -2.02], [-9.83, 3.62, 1.94], [3.22, -6.38, 1.18], [-7.88, 4.56, 2.47], [2.86, -5.53, -0.88], [0.70, 4.17, -1.01], [-11.32, 4.55, 6.04], [8.26, -3.65, -7.45], [-3.64, 0.50, 2.44], [8.29, -4.16, -9.62], [-3.41, 2.74, 2.31], [0.23, -0.27, -0.78], [4.54, -2.07, -4.94], [2.46, -1.63, -4.33], [-9.61, 5.85, 1.83], [-1.69, 1.44, 2.98], [10.14, -4.46, -8.38], [2.66, -4.23, 0.94], [8.76, -0.29, -1.13], [3.40, -0.98, -1.71], [6.91, -3.95, -9.26], [2.56, -4.53, 2.34], [4.45, -3.22, -2.18], [2.91, -5.40, 0.29], [-1.60, 0.06, 3.39], [6.51, -1.08, -0.40], [1.40, 3.69, -2.06], [-7.78, 3.17, 2.88], [-6.40, 2.62, 2.62], [-2.95, 1.67, 2.56], [5.54, -3.39, -1.09], [5.63, -2.27, -0.05], [3.42, -5.77, 2.46], [-2.69, -0.56, 2.55], [-1.65, 4.46, -0.46], [3.67, -1.82, -4.09], [-11.82, 5.94, 4.10], [9.01, -4.12, -8.47], [5.87, -3.28, -7.04], [7.83, -1.43, -1.06], [-11.94, 5.77, 5.60], [2.14, -1.62, -1.37], [-8.87, 2.55, 2.04], [1.30, -0.74, -0.47], [-9.15, 4.78, 2.06], [-10.83, 4.76, 7.28], [3.02, -6.69, 3.58], [-0.23, -0.50, 3.14], [-11.18, 6.79, 6.40], [-0.57, 4.62, -1.50], [7.02, -3.13, -8.00], [4.20, -1.78, -2.64], [-0.74, 3.75, -2.72], [-8.54, 2.29, 1.03], [-3.13, -1.44, 3.02], [6.01, -0.33, -1.00], [-0.47, 5.68, -1.78], [5.83, -4.30, -6.65], [1.50, -1.85, -2.21], [0.10, -0.27, 2.13], [-12.44, 5.21, 3.59], [-8.03, 3.12, 3.94], [3.00, -6.16, 4.54], [-1.85, 0.02, 4.45], [6.44, -4.92, -9.10], [-6.39, 1.54, 2.76], [7.61, -1.75, -2.08], [6.04, -2.72, 0.86], [2.04, -7.12, 3.39], [8.97, -0.13, -2.11], [3.56, -3.75, -1.85], [2.91, -3.70, 2.94], [5.97, -2.63, -6.19], [-2.64, 4.63, -0.89], [5.28, -4.29, -0.54], [-10.80, 5.77, 3.77], [-1.50, 5.16, 0.36], [4.92, -3.05, -7.53], [-0.21, -1.58, 3.28], [1.51, -4.72, 2.57], [-10.24, 7.09, 5.93], [-1.16, 2.77, -2.49], [4.65, -1.89, 0.23], [4.48, -5.50, 2.55], [4.80, -3.74, -3.06], [-6.07, 2.85, 1.61], [-11.76, 7.68, 6.62], [-9.32, 1.67, 2.50], [-1.33, 4.23, -3.50], [7.18, -2.07, -8.23], [6.48, -3.60, -1.58], [8.32, 0.56, -0.81], [-5.68, 3.06, 3.30], [-2.35, -0.83, 1.55], [-12.99, 5.74, 5.89], [3.72, -7.52, 3.66], [6.39, -3.42, -10.06], [2.32, -2.54, -0.82], [-12.13, 6.94, 3.79], [0.50, -0.05, 3.82], [-1.62, 3.46, -0.03], [8.33, -2.28, -0.59], [5.17, -1.30, -2.70], [6.76, -0.57, 0.54]]}